--- w ---
The following is a DFT calculation (ωB97M-V with the def2-TZVPD basis set) of the ion C3H7N2O with charge +1.

Properties
Gap between HOMO and LUMO in eV: 11.5
Structure (SMILES): O[C@H]1C[NH+]=CN1
E_HOMO in eV: -15.4
Total charge: +1

CARTESIAN COORDINATES (ANGSTROEM)
O1 0.906 1.691 0.060
C1 -0.287 0.930 0.105
C2 -0.259 -0.052 -1.208
N1 0.519 -1.213 -0.581
C3 0.203 -1.229 0.690
N2 -0.305 -0.092 1.103
H1 0.825 2.520 0.550
H2 -1.241 1.521 0.313
H3 -1.275 -0.308 -1.431
H4 0.336 0.399 -2.000
H5 0.864 -2.109 -0.944
H6 0.327 -2.089 1.274
H7 -0.614 0.032 2.070

Now the Löwdin charges, all in e: 0.027, -0.297, 0.034, 0.113, -0.070, 0.109, 0.116, 0.188, 0.122, 0.132, 0.180, 0.158, 0.188

=====

--- x ---
The following is a DFT calculation (ωB97M-V with the def2-TZVPD basis set) of a cluster of 2 separate species, C3H7N2O in total.

Properties
Gap between HOMO and LUMO in eV: 9.3
E_HOMO in eV: -12.8
Total charge: +1

CARTESIAN COORDINATES (ANGSTROEM)
C1 0.785 0.536 -0.313
C2 -0.157 -0.067 0.445
C3 -3.141 0.574 -0.591
N1 -3.774 -0.203 0.142
N2 2.174 0.265 -0.082
O1 -1.474 -0.007 0.241
H1 0.571 1.184 -1.216
H2 -0.045 -0.835 1.234
H3 -3.158 -0.941 0.502
H4 -4.719 -0.608 0.193
H5 2.275 -0.389 0.613
H6 2.539 1.108 0.175
H7 2.548 -0.231 -0.967

Now the Löwdin charges, all in e: -0.119, -0.213, 0.206, 0.090, 0.189, -0.229, 0.155, 0.142, 0.130, 0.167, 0.126, 0.129, 0.227

=====

--- y ---
The following is a DFT calculation (ωB97M-V with the def2-TZVPD basis set) of a cluster of 2 separate species, C3H7N2O in total.

Properties
Gap between HOMO and LUMO in eV: 10.3
E_HOMO in eV: -14.2
Total charge: +1

CARTESIAN COORDINATES (ANGSTROEM)
C1 -1.412 1.464 0.063
C2 -0.016 1.490 0.244
N1 0.372 0.200 0.508
C3 -0.561 -0.681 -0.069
N2 -1.626 0.162 -0.368
H1 -2.190 2.190 0.200
H2 0.579 2.491 0.290
H3 1.260 0.013 0.603
H4 -0.452 -1.710 -0.299
H5 -2.374 -0.081 -0.981
H6 2.601 -2.520 0.282
H7 2.968 -1.596 -0.821
O1 2.290 -1.869 -0.210

Now the Löwdin charges, all in e: -0.006, -0.022, 0.129, 0.056, 0.089, 0.131, 0.177, 0.062, 0.140, 0.165, -0.023, 0.068, 0.035

=====

Most stable of them? w.

=====

--- w ---
The following is a DFT calculation (ωB97M-V with the def2-TZVPD basis set) of a cluster of 2 separate species, C3H7N2O in total.

Properties
Gap between HOMO and LUMO in eV: 10.9
E_HOMO in eV: -14.7
Total charge: +1

CARTESIAN COORDINATES (ANGSTROEM)
C1 -1.229 0.890 0.258
C2 -0.171 -1.102 -0.003
C3 0.813 0.045 -0.281
N1 -1.384 -0.399 0.371
N2 -0.033 1.222 -0.179
O1 1.859 0.026 0.580
H1 -2.000 1.607 0.494
H2 -0.345 -1.747 -0.867
H3 0.214 -1.714 0.821
H4 1.368 -0.064 -1.709
H5 -2.214 -0.878 0.690
H6 0.307 2.170 -0.264
H7 2.582 0.618 0.339

Now the Löwdin charges, all in e: -0.048, -0.059, -0.380, 0.105, 0.135, 0.041, 0.175, 0.139, 0.149, 0.259, 0.181, 0.177, 0.127

=====

--- x ---
The following is a DFT calculation (ωB97M-V with the def2-TZVPD basis set) of a cluster of 2 separate species, C3H7N2O in total.

Properties
Gap between HOMO and LUMO in eV: 11.1
E_HOMO in eV: -14.6
Total charge: +1

CARTESIAN COORDINATES (ANGSTROEM)
C1 0.448 -0.812 -1.059
C2 0.803 0.320 -0.382
N1 -0.387 0.956 -0.163
C3 -1.401 0.376 -0.813
N2 -0.903 -0.783 -1.247
H1 1.069 -1.575 -1.493
H2 1.711 0.540 0.140
H3 -0.596 1.799 0.348
H4 -2.378 0.824 -0.792
H5 -1.419 -1.446 -1.811
H6 0.356 -0.350 2.079
H7 1.666 -0.145 2.886
O1 1.031 0.296 2.308

Now the Löwdin charges, all in e: -0.023, -0.033, 0.102, -0.023, 0.115, 0.141, 0.128, 0.184, 0.166, 0.186, 0.041, 0.068, -0.055

=====

Most stable of them? x.

=====

--- w ---
The following is a DFT calculation (ωB97M-V with the def2-TZVPD basis set) of the molecule C4H7FOS.

Properties
Gap between HOMO and LUMO in eV: 9.6
E_HOMO in eV: -9.8

CARTESIAN COORDINATES (ANGSTROEM)
C1 0.700 0.750 -0.717
C2 -0.291 0.149 -0.123
C3 -1.656 0.544 -0.642
C4 -0.186 -0.906 1.008
O1 2.699 -1.217 -0.811
F1 2.548 0.255 1.259
S1 2.407 0.360 -0.434
H1 0.376 1.463 -1.443
H2 -2.233 0.873 0.201
H3 -2.053 -0.389 -0.767
H4 -1.798 1.165 -1.519
H5 -1.028 -1.505 1.140
H6 0.803 -1.262 0.977
H7 -0.289 -0.281 1.870

Now the Löwdin charges, all in e: -0.287, -0.343, -0.038, -0.002, -0.521, -0.360, 1.043, 0.079, 0.087, 0.052, 0.094, 0.067, 0.041, 0.088

=====

--- x ---
The following is a DFT calculation (ωB97M-V with the def2-TZVPD basis set) of the molecule C4H7FOS.

Properties
Gap between HOMO and LUMO in eV: 9.0
Structure (SMILES): COC(=S)CCF
E_HOMO in eV: -9.0

CARTESIAN COORDINATES (ANGSTROEM)
C1 0.643 1.811 0.051
O1 1.457 0.682 -0.459
C2 1.117 -0.615 -0.091
S1 2.163 -1.859 -0.088
C3 -0.285 -0.702 0.613
C4 -1.241 -0.936 -0.594
F1 -2.542 -1.181 -0.084
H1 -0.598 1.589 0.112
H2 1.000 2.253 1.173
H3 0.865 2.504 -1.001
H4 -0.485 0.055 1.425
H5 -0.187 -1.601 1.288
H6 -0.979 -0.056 -1.404
H7 -0.929 -1.942 -0.942

Now the Löwdin charges, all in e: -0.107, -0.226, -0.842, 0.741, -0.236, -0.187, -0.074, 0.122, 0.144, 0.155, 0.114, 0.109, 0.169, 0.118

=====

Most stable of them? w.

=====

--- w ---
The following is a DFT calculation (ωB97M-V with the def2-TZVPD basis set) of a structure of composition C29H37F12N5O7P2Sn.

Properties
Gap between HOMO and LUMO in eV: 5.4
E_HOMO in eV: -1.4
Total charge: -2

CARTESIAN COORDINATES (ANGSTROEM)
Sn1 -0.186 -0.427 0.166
C1 -5.832 1.437 -3.132
C2 -4.840 0.675 -2.287
C3 -4.240 -0.495 -2.743
C4 -3.373 -1.195 -1.936
C5 -3.038 -0.774 -0.633
N1 -2.216 -1.540 0.188
C6 -2.379 -2.893 0.253
C7 -3.567 -3.524 -0.203
C8 -3.725 -4.890 -0.272
C9 -2.718 -5.737 0.167
C10 -2.793 -7.237 0.025
C11 -1.631 -5.143 0.793
C12 -1.444 -3.769 0.889
C13 -0.317 -3.241 1.792
O1 0.406 -2.171 1.394
C14 0.774 -4.333 2.094
F1 1.853 -3.784 2.687
F2 1.234 -4.920 0.971
F3 0.405 -5.347 2.932
C15 -0.982 -2.924 3.177
F4 -1.669 -1.788 3.150
F5 -0.071 -2.798 4.181
F6 -1.833 -3.898 3.600
C16 -3.522 0.496 -0.242
C17 -4.442 1.160 -1.052
C18 -3.006 1.146 1.052
O2 -1.696 0.996 1.297
C19 -3.902 0.621 2.225
F7 -3.503 1.076 3.431
F8 -5.207 1.032 2.099
F9 -3.966 -0.710 2.299
C20 -3.197 2.717 1.028
F10 -2.677 3.240 -0.109
F11 -4.452 3.248 1.123
F12 -2.521 3.294 2.043
H1 -6.397 0.766 -3.782
H2 -5.314 2.163 -3.765
H3 -6.539 1.979 -2.503
H4 -4.460 -0.864 -3.741
H5 -2.909 -2.104 -2.293
H6 -4.383 -2.892 -0.521
H7 -4.645 -5.301 -0.680
H8 -3.703 -7.539 -0.496
H9 -2.780 -7.725 1.004
H10 -1.940 -7.618 -0.543
H11 -0.905 -5.818 1.221
H12 -4.872 2.094 -0.719
C21 4.072 0.218 1.201
N2 3.999 0.088 -0.245
C22 3.733 -1.298 -0.668
P1 3.392 1.235 -1.288
O3 2.116 1.112 -1.982
O4 3.428 2.622 -0.383
P2 2.269 2.943 0.696
O5 1.486 1.810 1.198
N3 3.198 3.629 1.909
C23 3.948 4.832 1.606
C24 2.765 3.468 3.285
N4 1.421 4.216 -0.007
C25 0.415 4.694 0.953
C26 0.792 3.902 -1.296
N5 4.640 1.605 -2.334
C27 4.577 1.108 -3.702
C28 5.970 1.757 -1.786
H13 3.132 -0.048 1.690
H14 4.346 1.234 1.483
H15 4.849 -0.467 1.556
H16 2.900 -1.733 -0.107
H17 4.633 -1.896 -0.491
H18 3.474 -1.324 -1.730
H19 4.111 4.875 0.532
H20 4.917 4.806 2.117
H21 3.416 5.739 1.921
H22 2.013 2.681 3.315
H23 2.336 4.393 3.691
H24 3.611 3.176 3.917
H25 0.887 4.895 1.916
H26 -0.384 3.963 1.108
H27 -0.020 5.621 0.573
H28 -0.037 3.195 -1.191
H29 1.524 3.464 -1.968
H30 0.412 4.834 -1.723
H31 3.599 0.667 -3.880
H32 5.327 0.327 -3.873
H33 4.753 1.924 -4.414
H34 5.899 1.932 -0.714
H35 6.468 2.616 -2.249
H36 6.589 0.867 -1.955
O6 1.764 -2.000 -3.335
C29 0.554 -2.095 -3.064
O7 -0.099 -1.722 -2.062
H37 -0.078 -2.607 -3.852

Now the Löwdin charges, all in e: 1.498, -0.074, -0.289, -0.054, -0.034, -0.268, -0.045, -0.213, -0.030, -0.070, -0.298, -0.079, -0.009, -0.050, -0.372, -0.307, -0.525, 0.124, 0.137, 0.103, -0.521, 0.162, 0.120, 0.123, -0.060, -0.001, -0.402, -0.279, -0.516, 0.135, 0.099, 0.157, -0.513, 0.119, 0.093, 0.119, 0.063, 0.071, 0.067, 0.103, 0.116, 0.103, 0.097, 0.059, 0.067, 0.068, 0.106, 0.108, -0.114, -0.287, -0.080, 0.488, -0.263, -0.280, 0.465, -0.327, -0.309, -0.123, -0.117, -0.278, -0.102, -0.101, -0.302, -0.107, -0.128, 0.082, 0.060, 0.084, 0.082, 0.080, 0.061, 0.070, 0.078, 0.077, 0.081, 0.073, 0.078, 0.064, 0.073, 0.086, 0.091, 0.061, 0.081, 0.075, 0.077, 0.075, 0.066, 0.078, 0.079, -0.112, -0.621, -0.217, 0.100

=====

--- x ---
The following is a DFT calculation (ωB97M-V with the def2-TZVPD basis set) of a structure of composition C29H37F12N5O7P2Sn.

Properties
Gap between HOMO and LUMO in eV: 5.2
E_HOMO in eV: -1.3
Total charge: -2

CARTESIAN COORDINATES (ANGSTROEM)
Sn1 -1.985 -0.162 -0.633
C1 -0.333 2.767 -6.184
C2 -0.330 1.703 -5.116
C3 0.789 1.471 -4.322
C4 0.762 0.510 -3.336
C5 -0.372 -0.291 -3.092
N1 -0.429 -1.181 -2.041
C6 0.614 -1.986 -1.719
C7 1.712 -2.191 -2.596
C8 2.812 -2.953 -2.264
C9 2.889 -3.599 -1.036
C10 4.074 -4.444 -0.644
C11 1.777 -3.494 -0.210
C12 0.645 -2.743 -0.507
C13 -0.585 -2.870 0.426
O1 -1.475 -1.856 0.499
C14 -0.144 -3.106 1.919
F1 -1.154 -2.901 2.772
F2 0.840 -2.257 2.281
F3 0.309 -4.359 2.206
C15 -1.365 -4.148 -0.029
F4 -1.966 -3.923 -1.196
F5 -2.320 -4.500 0.857
F6 -0.583 -5.246 -0.187
C16 -1.536 -0.007 -3.848
C17 -1.470 0.961 -4.849
C18 -2.850 -0.774 -3.545
O2 -3.160 -0.952 -2.235
C19 -2.764 -2.150 -4.276
F7 -3.911 -2.851 -4.183
F8 -2.517 -2.010 -5.608
F9 -1.791 -2.918 -3.794
C20 -4.099 -0.017 -4.120
F10 -4.115 1.257 -3.687
F11 -4.184 0.038 -5.480
F12 -5.245 -0.575 -3.716
H1 0.670 2.923 -6.587
H2 -0.683 3.727 -5.794
H3 -0.990 2.493 -7.011
H4 1.688 2.064 -4.468
H5 1.625 0.363 -2.698
H6 1.679 -1.731 -3.573
H7 3.623 -3.051 -2.981
H8 4.949 -4.191 -1.246
H9 3.879 -5.513 -0.782
H10 4.341 -4.299 0.406
H11 1.803 -4.060 0.710
H12 -2.340 1.161 -5.458
C21 3.364 0.807 3.411
N2 2.949 0.565 2.049
C22 3.580 -0.595 1.430
P1 1.551 1.121 1.355
O3 0.888 0.121 0.524
O4 0.766 1.562 2.709
P2 -0.499 2.529 3.006
O5 -0.629 3.674 2.084
N3 -0.153 3.108 4.539
C23 -0.068 2.172 5.639
C24 0.713 4.259 4.677
N4 -1.732 1.494 3.176
C25 -3.092 1.998 2.980
C26 -1.652 0.036 3.271
N5 1.878 2.505 0.530
C27 1.008 2.907 -0.573
C28 2.595 3.595 1.151
H13 4.440 1.013 3.446
H14 3.165 -0.064 4.049
H15 2.836 1.657 3.837
H16 4.658 -0.429 1.336
H17 3.153 -0.778 0.446
H18 3.410 -1.495 2.032
H19 -0.759 1.347 5.475
H20 -0.339 2.670 6.575
H21 0.944 1.758 5.754
H22 0.604 4.895 3.802
H23 1.771 3.976 4.783
H24 0.433 4.831 5.568
H25 -3.075 3.079 2.853
H26 -3.705 1.747 3.852
H27 -3.541 1.521 2.106
H28 -0.619 -0.291 3.274
H29 -2.163 -0.433 2.434
H30 -2.139 -0.293 4.197
H31 0.453 2.047 -0.940
H32 1.621 3.300 -1.391
H33 0.297 3.666 -0.241
H34 3.113 3.260 2.050
H35 1.903 4.396 1.433
H36 3.348 3.996 0.463
O6 -5.309 -1.413 1.909
C29 -4.526 -1.363 0.963
O7 -3.848 -0.330 0.612
H37 -4.380 -2.261 0.338

Now the Löwdin charges, all in e: 1.307, -0.075, -0.289, -0.063, -0.047, -0.289, -0.039, -0.227, -0.032, -0.076, -0.308, -0.080, -0.023, -0.062, -0.337, -0.278, -0.521, 0.147, 0.125, 0.107, -0.532, 0.168, 0.140, 0.124, -0.067, 0.003, -0.368, -0.263, -0.533, 0.142, 0.116, 0.166, -0.539, 0.141, 0.100, 0.150, 0.063, 0.071, 0.067, 0.101, 0.112, 0.097, 0.097, 0.060, 0.067, 0.063, 0.109, 0.107, -0.125, -0.286, -0.096, 0.482, -0.259, -0.274, 0.468, -0.269, -0.301, -0.115, -0.129, -0.284, -0.078, -0.085, -0.291, -0.096, -0.116, 0.078, 0.087, 0.052, 0.077, 0.076, 0.082, 0.070, 0.078, 0.077, 0.067, 0.075, 0.075, 0.072, 0.083, 0.070, 0.067, 0.057, 0.090, 0.042, 0.081, 0.072, 0.064, 0.074, 0.079, -0.065, -0.556, -0.290, 0.118

=====

Most stable of them? x.